1.
Entry from the OMol25 dataset: C14H8CrN4O14 as an isolated structure (wB97M-V/def2-TZVPD).

Output
calculated total energy = -77685.7967 eV
frontier orbital gap (alpha / beta) = 0.273 / 0.274 hartree
net charge = -1
⟨S²⟩ = 3.78
lowest unoccupied orbital energy (alpha / beta) = 0.89 / 0.90 eV
multiplicity = 4
E_HOMO (alpha / beta) = -6.55 / -6.55 eV

Last column: Mulliken spin population.
CARTESIAN COORDINATES (ANGSTROEM)
C1 -2.9339 -3.0517 -0.1818  0.001
O1 -0.8673 -4.7287 0.7238  0.000
O2 -0.3821 1.8599 -2.5352  0.000
O3 2.4743 3.0897 -2.0650  -0.035
O4 4.2017 1.8376 -2.5175  0.016
O5 -0.8745 2.7712 0.2212  0.019
O6 -1.9473 3.9593 1.6439  0.003
H1 -4.3974 -0.0756 -0.9911  0.000
O7 -1.6070 3.3359 -3.5477  0.008
C2 -1.3605 -1.2413 -0.1403  0.003
O8 -3.0176 2.9590 0.0702  0.004
C3 1.0094 -1.6447 0.7135  0.000
N1 -1.9701 3.3046 0.6235  -0.004
C4 -0.0169 -0.7221 0.1690  0.003
O9 1.4351 4.2584 0.2184  -0.044
C5 -0.6138 -3.5546 0.5691  0.001
H2 -2.1171 0.6847 -0.6463  -0.002
O10 0.2590 0.4357 -0.0744  0.011
C6 3.1356 -1.9807 1.7787  0.000
C7 1.6307 -3.8300 1.5497  0.001
H3 -3.1446 -4.1067 -0.0622  0.000
C8 2.2341 -1.1462 1.1398  0.000
C9 2.8459 -3.3226 1.9719  -0.001
N2 1.5028 3.6601 1.3620  -0.012
H4 4.1162 -1.5911 2.0204  0.000
O11 1.4667 4.2409 2.3977  0.008
C10 -1.6349 -2.5978 0.0460  -0.002
O12 2.5406 1.1088 -1.3118  0.041
H5 3.6217 -3.9297 2.4225  0.000
H6 1.3097 -4.8611 1.6297  0.000
N3 3.1400 1.9871 -1.9955  -0.019
C11 0.7111 -2.9852 0.9445  -0.002
C12 -2.3529 -0.3743 -0.5877  -0.003
O13 1.6188 2.4085 1.2445  0.042
O14 -0.0849 3.9215 -2.1127  -0.058
C13 -3.6515 -0.8299 -0.7767  0.001
Cr1 0.8769 2.5579 -0.8885  3.024
H7 2.4951 -0.1218 0.9018  0.000
H8 -4.9521 -2.5649 -0.6263  0.000
N4 -0.7487 3.0474 -2.7801  -0.004
C14 -3.9502 -2.1678 -0.5209  -0.001

2.
Entry from the OMol25 dataset: C6H18ClNNbO3 as an isolated structure (wB97M-V/def2-TZVPD).

Output
calculated total energy = -28211.1930 eV
frontier orbital gap = 0.272 hartree
net charge = -1
lowest unoccupied orbital energy = 2.02 eV
E_HOMO = -5.38 eV

Last column: Löwdin charge in e.
CARTESIAN COORDINATES (ANGSTROEM)
H1 -1.6675 3.4432 0.2638  0.068
C1 4.1281 -1.7321 0.6849  -0.507
C2 4.0480 -1.9856 -0.8120  -0.069
H2 -1.7647 1.4239 1.4347  0.065
H3 2.4289 -2.6196 1.0788  0.076
O1 3.3509 -2.7096 1.3718  -0.066
H4 0.1478 1.2189 1.0287  0.083
H5 3.6718 -0.1800 2.1216  0.080
H6 2.5688 -0.2261 0.7530  0.067
Cl1 -0.6215 -1.5870 0.2747  0.314
H7 -3.6258 1.6836 0.1201  -0.106
H8 -3.4133 0.7205 -2.2489  -0.154
C3 -1.0469 2.6538 -0.3503  -0.208
C4 -0.9471 1.3020 0.6030  -0.379
H9 -3.5571 -1.6620 -1.3920  -0.167
H10 -1.5972 2.4712 -1.3698  0.042
H11 4.2077 0.4318 0.5393  0.077
N1 -6.0338 1.4218 -0.5520  -0.203
H12 3.0122 -1.9261 -1.1647  0.082
H13 -0.7311 0.2468 -1.4083  0.041
O2 -5.7138 0.1004 -0.7098  -0.492
C5 -1.2802 0.0135 -0.4008  -0.914
H14 5.1647 -1.8418 1.0218  0.133
H15 -3.6221 -0.7638 1.0524  -0.140
C6 3.6197 -0.3439 1.0399  -0.066
H16 4.4054 -2.9929 -1.0514  0.077
H17 4.6487 -1.2592 -1.3682  0.076
O3 -6.2288 1.6597 0.6475  -0.120
H18 0.0319 3.0458 -0.6156  0.066
Nb1 -3.5838 -0.0073 -0.5924  1.244

3.
Entry from the OMol25 dataset: the molecule C6H12O (wB97M-V/def2-TZVPD).

Output
calculated total energy = -8464.3327 eV
frontier orbital gap = 0.411 hartree
net charge = 0
lowest unoccupied orbital energy = 0.95 eV
E_HOMO = -10.22 eV
SMILES string = CC1(O)CCCC1

Last column: Löwdin charge in e.
CARTESIAN COORDINATES (ANGSTROEM)
H1 0.1645 1.1306 -1.4445  0.125
H2 -2.3063 -0.4442 1.1013  0.104
H3 -1.8249 1.9847 -0.2939  0.103
H4 -1.1473 1.5738 1.2828  0.104
H5 1.7371 -0.9275 -1.6389  0.084
C1 -0.6011 -1.1227 -0.1079  -0.124
C2 0.1942 1.1170 -0.3469  -0.139
C3 1.9085 -0.7764 -0.5669  -0.028
O1 0.8304 -0.2599 1.5448  -0.015
C4 -1.8002 -0.1834 0.1678  -0.165
H6 -0.6129 -1.4790 -1.1447  0.116
H7 0.8845 1.9122 -0.0329  0.120
H8 -2.5445 -0.2645 -0.6314  0.101
C5 -1.2150 1.2492 0.2396  -0.180
H9 1.3104 0.5424 1.7819  0.098
C6 0.6494 -0.2684 0.1257  -0.594
H10 -0.5841 -2.0002 0.5455  0.120
H11 2.7298 -0.0575 -0.4552  0.083
H12 2.2275 -1.7261 -0.1261  0.087

4.
Entry from the OMol25 dataset: C32H27ILuN7O4S as an isolated structure (wB97M-V/def2-TZVPD).

Output
calculated total energy = -104803.4451 eV
frontier orbital gap (alpha / beta) = 0.126 / 0.086 hartree
net charge = -2
lowest unoccupied orbital energy (alpha / beta) = 3.36 / 3.37 eV
E_HOMO (alpha / beta) = -0.06 / 1.02 eV

Last column: Löwdin charge in e.
CARTESIAN COORDINATES (ANGSTROEM)
C1 -2.6443 0.1431 -2.0660  -0.222
C2 2.5351 0.4025 -5.2130  -0.123
C3 -3.8640 -0.6835 2.3034  -0.232
N1 2.5392 -0.0215 -0.4314  0.031
O1 0.1271 -2.6161 0.9264  -0.732
H1 -3.4627 1.9520 4.2195  0.113
H2 -4.1932 -1.6330 1.9142  0.095
O2 0.5568 -0.2134 -1.5700  -0.164
C4 2.5756 0.1221 -2.8043  -0.071
C5 3.9210 0.5093 -5.2248  -0.127
H3 0.1222 -4.4812 -3.2808  0.089
H4 -2.7710 4.7588 -1.4960  0.098
C6 2.4842 -4.7425 -0.8641  -0.145
H5 -1.8098 1.5978 2.2385  0.108
O3 4.7055 0.1647 -1.7004  0.022
H6 2.3395 -3.7774 1.0711  0.110
N2 -2.8304 -0.0633 1.7602  -0.016
O4 -0.4918 1.8897 1.1389  -0.223
H7 4.4509 0.6565 -6.1598  0.084
C7 -0.5016 -0.5688 3.9714  -0.198
C8 2.0519 0.2715 4.3015  -0.071
H8 -2.9589 2.5732 -1.9262  0.114
H9 -3.6991 -1.1945 -0.7399  0.089
N3 0.2112 -0.3722 2.8653  0.003
H10 1.9693 0.4681 -6.1345  0.082
C9 -2.2911 2.2275 -1.1238  -0.109
C10 -1.7249 3.3054 -0.3292  -0.141
C11 -4.3324 0.0461 3.4074  -0.780
C12 3.9792 0.2346 -2.8260  -0.287
N4 -2.6440 1.0407 2.4895  -0.006
C13 0.6096 -4.3509 -2.3194  -0.084
C14 1.8331 -0.0727 -1.5408  -0.437
C15 2.3099 0.0932 1.8466  -0.127
H11 -1.7015 -3.1716 -2.6281  0.097
C16 -1.2064 -2.8215 -1.7162  -0.198
C17 1.8815 0.2078 -4.0057  -0.030
C18 -0.2631 4.2154 1.3711  -0.019
C19 1.8239 -4.9526 -2.0807  -0.154
C20 -3.5037 1.1477 3.5063  -0.162
N5 -2.0653 0.9797 -1.0195  -0.028
C21 -1.5374 5.7121 -0.0330  -0.135
H12 0.8046 0.1095 -3.9583  0.105
H13 -1.8850 0.0397 -2.8473  0.114
C22 1.8707 -3.9546 0.1099  -0.045
I1 -5.9018 -0.4250 4.6621  0.776
C23 4.6359 0.4250 -4.0404  -0.043
H14 3.0804 0.6064 4.3798  0.094
H15 -3.5407 0.6170 -2.4976  0.102
N6 -1.7417 -1.8251 -1.0313  -0.192
H16 0.4502 4.0334 2.1658  0.110
C24 -0.6204 5.4912 0.9998  -0.117
H17 4.0325 0.0264 -0.9591  0.049
N7 1.7463 -0.1437 0.6734  -0.146
C25 0.6408 -3.3664 -0.1065  -0.365
H18 3.4555 -5.1848 -0.6771  0.069
C26 -2.0687 4.6161 -0.6799  -0.076
S1 -1.4378 -3.0993 1.6282  0.388
H19 3.3605 0.3673 1.8916  0.107
C27 -0.0213 -3.5052 -1.3653  -0.196
H20 -1.5041 -0.9509 3.8071  0.066
H21 -0.6931 -0.5488 6.1057  0.075
H22 -1.8146 6.7171 -0.3245  0.080
C28 -0.0515 -0.3520 5.2584  -0.110
C29 1.2754 0.1056 5.4090  -0.133
H23 -0.1800 6.3376 1.5163  0.090
C30 -0.8078 3.0738 0.7289  -0.370
C31 1.5289 0.0019 3.0058  -0.295
H24 1.6770 0.3122 6.3957  0.083
C32 -2.9485 -1.2536 -1.5421  -0.278
H25 -3.3747 -1.8408 -2.3719  0.101
H26 2.2809 -5.5688 -2.8480  0.076
H27 5.7166 0.5023 -4.0279  0.101
Lu1 -0.4947 -0.3463 0.4423  1.661